1.
Density functional theory data (ωB97M-V/def2-TZVPD) for the molecule CBr2ClNO2 in a non-equilibrium geometry.

As for the SMILES: O=[N+]([O-])C(Cl)(Br)Br. Its charge is 0.

CARTESIAN COORDINATES (ANGSTROEM)
O: -0.74 -0.41 -1.28
N: -0.43 0.14 -0.28
O: -1.02 0.97 0.30
C: 0.86 -0.32 0.40
Cl: 0.63 -0.08 2.07
Br: 2.26 1.29 -0.35
Br: 1.44 -2.03 -0.15

***

2.
Density functional theory data (ωB97M-V/def2-TZVPD) for a cluster of 9 separate species, C30H77BF4N2O18P3S3 in total in a non-equilibrium geometry.

Its charge is +1.

CARTESIAN COORDINATES (ANGSTROEM)
N: 0.15 12.75 -5.00
H: -0.12 13.66 -5.35
H: -0.68 12.40 -4.55
H: 0.92 12.74 -4.35
H: 0.50 12.15 -5.74
N: 2.38 11.33 -12.02
H: 2.32 12.27 -11.67
H: 2.54 10.61 -11.33
H: 3.07 11.24 -12.76
H: 1.43 11.12 -12.31
B: 0.93 15.68 -10.06
F: 0.29 16.68 -10.70
F: 2.04 15.31 -10.78
F: 1.40 16.26 -8.92
F: 0.14 14.63 -9.74
C: -0.47 21.21 -3.44
C: -0.68 20.96 -1.90
C: -0.44 19.46 -1.66
S: 1.05 19.05 -2.61
O: 0.88 17.82 -3.38
O: 2.18 19.20 -1.67
C: 0.91 20.62 -3.72
H: -0.48 22.25 -3.76
H: -1.22 20.67 -4.02
H: -1.67 21.28 -1.59
H: -0.07 21.55 -1.21
H: -1.30 19.03 -2.18
H: -0.37 18.91 -0.72
H: 1.01 20.43 -4.79
H: 1.66 21.33 -3.37
C: -5.38 17.32 -9.12
C: -6.32 16.11 -8.88
C: -6.74 16.07 -7.41
S: -5.24 16.72 -6.41
O: -4.57 15.55 -5.78
O: -5.63 17.81 -5.58
C: -4.31 17.33 -7.96
H: -5.98 18.23 -9.03
H: -4.96 17.37 -10.12
H: -5.96 15.14 -9.23
H: -7.20 16.31 -9.50
H: -6.94 15.12 -6.93
H: -7.44 16.85 -7.10
H: -3.66 16.48 -8.17
H: -3.68 18.20 -7.74
C: 8.41 17.99 -14.00
C: 9.43 17.34 -13.08
C: 9.44 15.79 -13.25
S: 7.88 15.30 -14.20
O: 7.10 14.29 -13.49
O: 8.35 15.03 -15.57
C: 7.18 17.00 -14.15
H: 8.77 18.03 -15.03
H: 8.05 18.99 -13.77
H: 9.34 17.67 -12.04
H: 10.42 17.72 -13.36
H: 9.32 15.26 -12.30
H: 10.31 15.37 -13.74
H: 6.64 16.96 -13.20
H: 6.39 17.08 -14.89
C: -1.95 25.77 -12.55
C: -2.42 25.63 -11.10
O: -1.55 24.67 -10.56
P: -0.27 25.23 -9.69
O: -0.63 25.87 -8.38
O: 0.72 23.92 -9.57
C: 0.75 22.85 -10.55
C: 1.67 23.20 -11.66
O: 0.48 26.13 -10.81
C: 1.54 26.89 -10.31
C: 2.90 26.27 -10.70
H: -2.85 25.92 -13.14
H: -1.12 26.46 -12.74
H: -1.50 24.86 -12.95
H: -2.33 26.56 -10.53
H: -3.43 25.22 -11.06
H: 1.11 21.94 -10.09
H: -0.29 22.69 -10.85
H: 1.08 23.81 -12.35
H: 2.63 23.63 -11.35
H: 1.86 22.27 -12.19
H: 1.39 27.76 -10.95
H: 1.49 27.28 -9.29
H: 3.12 25.37 -10.13
H: 2.99 25.97 -11.74
H: 3.64 27.04 -10.50
C: -4.89 9.50 -9.27
C: -3.94 9.59 -10.48
O: -4.10 8.44 -11.25
P: -3.73 8.59 -12.80
O: -2.53 9.44 -13.14
O: -3.82 7.03 -13.33
C: -3.05 5.97 -12.84
C: -1.60 6.18 -13.31
O: -5.12 9.27 -13.38
C: -6.36 8.57 -13.31
C: -7.32 9.06 -12.16
H: -5.87 9.09 -9.53
H: -4.40 8.81 -8.59
H: -5.14 10.46 -8.82
H: -4.16 10.45 -11.11
H: -2.90 9.60 -10.16
H: -2.99 6.00 -11.75
H: -3.48 5.05 -13.23
H: -1.22 7.19 -13.19
H: -1.03 5.46 -12.73
H: -1.55 5.94 -14.37
H: -6.74 8.89 -14.29
H: -6.19 7.50 -13.20
H: -6.84 8.88 -11.20
H: -7.60 10.11 -12.09
H: -8.22 8.45 -12.12
C: -0.23 17.41 -16.83
C: -0.09 15.86 -17.04
O: 0.32 15.49 -18.40
P: 0.98 13.98 -18.71
O: 1.64 13.32 -17.56
O: 1.98 14.34 -19.97
C: 3.10 15.17 -19.72
C: 2.99 16.32 -20.68
O: -0.29 13.11 -19.37
C: -1.18 12.27 -18.58
C: -0.59 10.88 -18.50
H: -0.22 17.63 -15.76
H: 0.54 17.99 -17.34
H: -1.22 17.77 -17.13
H: 0.61 15.39 -16.35
H: -1.03 15.39 -16.76
H: 3.22 15.47 -18.68
H: 3.98 14.59 -20.01
H: 3.75 17.04 -20.38
H: 3.12 15.90 -21.68
H: 2.03 16.84 -20.68
H: -1.33 12.74 -17.61
H: -2.13 12.15 -19.09
H: -0.60 10.45 -19.51
H: 0.41 10.94 -18.07
H: -1.28 10.24 -17.95

***

3.
Density functional theory data (ωB97M-V/def2-TZVPD) for a cluster of 5 separate species, C28H47FINO12 in total.

As for the SMILES: O=NOc1c(CCF)cc(I)c2c1C(=O)C=CC2=O.COCCOC.COCCOC.COCCOC.COCCOC. Its charge is 0.

CARTESIAN COORDINATES (ANGSTROEM)
O: 1.05 -0.12 -0.38
N: 1.61 0.87 -0.61
O: 1.42 1.35 -1.94
C: 0.41 0.74 -2.66
C: -0.88 1.25 -2.48
C: -1.12 2.40 -1.53
C: -2.50 2.42 -0.88
F: -2.97 1.14 -0.63
C: -1.90 0.69 -3.23
C: -1.67 -0.33 -4.13
I: -3.38 -1.04 -5.11
C: -0.38 -0.85 -4.29
C: 0.67 -0.31 -3.53
C: 2.06 -0.86 -3.63
O: 3.02 -0.34 -3.11
C: 2.23 -2.12 -4.39
C: 1.24 -2.62 -5.12
C: -0.07 -1.96 -5.25
O: -0.82 -2.31 -6.13
H: -1.01 3.32 -2.11
H: -0.37 2.42 -0.75
H: -3.24 2.96 -1.48
H: -2.43 2.93 0.09
H: -2.91 1.06 -3.12
H: 3.20 -2.59 -4.34
H: 1.37 -3.53 -5.70
C: 1.01 1.48 5.72
O: 0.54 0.46 4.86
C: -0.80 0.63 4.44
C: -0.88 1.19 3.03
O: -0.36 2.51 2.95
C: 0.96 2.56 2.42
H: 2.08 1.35 5.84
H: 0.82 2.47 5.30
H: 0.53 1.41 6.70
H: -1.33 1.29 5.13
H: -1.28 -0.35 4.46
H: -1.93 1.23 2.73
H: -0.35 0.52 2.34
H: 0.94 2.32 1.35
H: 1.63 1.86 2.93
H: 1.32 3.57 2.56
C: 0.05 1.57 12.31
O: -1.12 2.28 11.94
C: -0.97 3.05 10.77
C: -1.58 2.38 9.56
O: -0.90 1.18 9.23
C: -1.56 0.01 9.65
H: -0.23 0.88 13.11
H: 0.45 1.00 11.47
H: 0.82 2.25 12.69
H: 0.09 3.26 10.58
H: -1.48 4.01 10.93
H: -1.51 3.05 8.70
H: -2.64 2.17 9.74
H: -2.46 -0.17 9.06
H: -1.84 0.06 10.71
H: -0.88 -0.83 9.51
C: 6.07 0.38 -4.41
O: 7.32 -0.24 -4.16
C: 8.44 0.53 -4.55
C: 9.08 1.23 -3.37
O: 8.22 2.20 -2.80
C: 7.56 1.76 -1.63
H: 5.30 -0.20 -3.91
H: 6.05 1.40 -4.03
H: 5.86 0.39 -5.49
H: 8.15 1.27 -5.30
H: 9.17 -0.15 -5.00
H: 9.98 1.74 -3.71
H: 9.37 0.49 -2.62
H: 8.27 1.68 -0.79
H: 7.07 0.80 -1.78
H: 6.81 2.51 -1.38
C: -5.89 -6.26 -5.77
O: -7.11 -5.74 -6.26
C: -7.58 -4.62 -5.54
C: -7.28 -3.32 -6.25
O: -5.89 -3.07 -6.33
C: -5.32 -3.37 -7.59
H: -5.54 -6.99 -6.50
H: -5.14 -5.48 -5.65
H: -6.05 -6.77 -4.81
H: -7.15 -4.60 -4.53
H: -8.67 -4.72 -5.43
H: -7.74 -2.49 -5.69
H: -7.73 -3.33 -7.25
H: -5.64 -2.63 -8.34
H: -5.61 -4.37 -7.93
H: -4.24 -3.32 -7.48

***

4.
Density functional theory data (ωB97M-V/def2-TZVPD) for the molecule C4H11N3 in a non-equilibrium geometry.

As for the SMILES: C=C[C@H](N)N(C)N. Its charge is 0.

CARTESIAN COORDINATES (ANGSTROEM)
C: -2.32 -0.95 0.24
C: -1.55 -0.07 0.86
C: -0.16 0.66 0.16
N: -0.55 1.41 -0.98
N: 0.65 -0.45 -0.16
C: 2.00 0.30 -0.80
N: 0.99 -1.22 0.94
H: -2.06 -1.30 -0.74
H: -3.25 -1.30 0.67
H: -1.76 0.25 1.87
H: 0.26 1.32 0.94
H: -0.89 0.79 -1.71
H: -1.29 2.07 -0.74
H: 1.80 1.16 -1.44
H: 2.47 -0.47 -1.40
H: 2.66 0.61 0.02
H: 1.55 -0.72 1.63
H: 1.45 -2.07 0.64

***

5.
Density functional theory data (ωB97M-V/def2-TZVPD) for a cluster of 2 separate species, C5H8N3O in total in a non-equilibrium geometry.

Its charge is +1.

CARTESIAN COORDINATES (ANGSTROEM)
C: 1.36 1.71 -1.79
C: 1.63 0.70 -0.87
C: 1.91 -1.74 -0.82
C: -3.92 1.06 1.83
C: 2.01 -0.35 -0.26
N: 0.06 2.03 -1.92
N: -1.86 1.23 -0.97
N: -0.84 1.69 -1.32
O: -3.07 1.80 1.47
H: 2.06 2.45 -2.26
H: 1.65 -2.22 0.12
H: 1.26 -1.76 -1.68
H: 3.00 -1.93 -1.12
H: -4.53 1.24 2.82
H: -4.10 0.15 1.34
H: -2.51 1.46 -0.16
H: 2.49 -0.27 0.69

***

6.
Density functional theory data (ωB97M-V/def2-TZVPD) for a cluster of 2 separate species, C4H4N in total in a non-equilibrium geometry.

Its charge is +1.

CARTESIAN COORDINATES (ANGSTROEM)
C: 2.05 -1.27 -0.08
C: -2.88 -0.62 0.06
C: 1.61 -0.13 -0.11
C: 0.93 1.01 -0.03
N: -1.85 -0.16 -0.12
H: 2.57 -2.23 0.07
H: -3.88 -0.92 0.36
H: 1.04 1.53 0.98
H: 0.49 1.71 -0.90

***

7.
Density functional theory data (ωB97M-V/def2-TZVPD) for the molecule C26H20F2N2O5S in a non-equilibrium geometry.

As for the SMILES: CCOc1cc(/C=C2\S/C(=N\c3ccc(F)cc3)N(c3ccc(F)cc3)C2=O)ccc1OCC(=O)O. Its charge is 0.

CARTESIAN COORDINATES (ANGSTROEM)
C: -2.94 -1.88 -0.83
C: -3.46 -1.53 0.56
O: -4.24 -0.34 0.57
C: -3.66 0.88 0.37
C: -2.30 1.11 0.40
C: -1.75 2.37 0.19
C: -0.34 2.62 0.17
C: 0.70 1.76 0.16
S: 0.67 0.01 0.15
C: 2.46 -0.07 0.07
N: 3.18 -1.10 0.07
C: 2.75 -2.41 0.01
C: 3.46 -3.35 0.77
C: 3.11 -4.68 0.74
C: 2.07 -5.08 -0.07
F: 1.72 -6.39 -0.11
C: 1.37 -4.18 -0.85
C: 1.71 -2.84 -0.81
N: 2.98 1.20 0.04
C: 4.38 1.43 -0.02
C: 5.23 0.77 0.86
C: 6.59 1.01 0.81
C: 7.07 1.92 -0.12
F: 8.40 2.15 -0.17
C: 6.24 2.58 -0.99
C: 4.88 2.33 -0.94
C: 2.08 2.25 0.10
O: 2.40 3.41 0.10
C: -2.63 3.44 -0.04
C: -3.99 3.23 -0.06
C: -4.53 1.97 0.14
O: -5.90 1.89 0.04
C: -6.60 0.84 0.67
C: -6.63 -0.45 -0.16
O: -6.93 -1.51 0.28
O: -6.34 -0.25 -1.45
H: -2.42 -2.83 -0.78
H: -3.78 -1.97 -1.52
H: -2.26 -1.12 -1.20
H: -2.64 -1.45 1.29
H: -4.16 -2.29 0.90
H: -1.64 0.28 0.60
H: -0.04 3.66 0.12
H: 4.27 -3.01 1.39
H: 3.64 -5.41 1.33
H: 0.57 -4.53 -1.49
H: 1.19 -2.14 -1.43
H: 4.83 0.08 1.58
H: 7.27 0.51 1.48
H: 6.65 3.28 -1.70
H: 4.21 2.84 -1.62
H: -2.23 4.43 -0.20
H: -4.68 4.05 -0.24
H: -7.63 1.20 0.77
H: -6.22 0.62 1.67
H: -6.13 0.69 -1.60

***

8.
Density functional theory data (ωB97M-V/def2-TZVPD) for a structure of composition C20H37CaCl2F6LiN4O12PS3 in a non-equilibrium geometry.

Its charge is +1.

CARTESIAN COORDINATES (ANGSTROEM)
C: -0.61 4.96 -0.76
C: 0.30 4.40 -2.00
P: 0.36 2.50 -2.10
C: -1.29 1.71 -2.63
C: -2.06 0.86 -1.43
C: 1.15 1.68 -0.57
C: 0.37 1.42 0.89
C: 1.29 0.63 2.05
N: 2.69 0.24 1.68
N: 3.41 0.43 0.53
C: 2.72 1.12 -0.60
H: 0.10 5.11 0.17
H: -1.14 5.96 -1.05
H: -1.46 4.19 -0.47
H: 1.43 4.78 -1.98
H: -0.13 4.80 -3.04
H: -1.11 0.99 -3.56
H: -2.05 2.52 -2.99
H: -1.32 0.09 -0.90
H: -2.96 0.24 -1.85
H: -2.46 1.59 -0.57
H: -0.74 1.75 1.05
H: 0.80 0.38 3.10
H: 3.21 -0.29 2.45
H: 3.28 1.30 -1.64
C: 7.63 1.15 -0.43
C: 7.25 1.23 1.01
O: 8.01 2.32 1.49
C: 8.30 3.11 0.40
O: 8.80 4.22 0.47
O: 7.96 2.48 -0.76
H: 6.81 0.78 -1.06
H: 8.51 0.52 -0.59
H: 6.19 1.46 1.15
H: 7.49 0.32 1.56
O: 0.61 5.54 -5.09
H: 0.47 6.35 -5.61
H: 1.40 5.15 -5.49
Cl: 5.40 1.88 2.83
C: 2.43 -2.02 5.81
O: 2.87 -1.02 5.25
N: 1.53 -2.91 5.26
C: 1.06 -4.07 5.99
C: 1.03 -2.67 3.92
H: 2.74 -2.30 6.83
H: 1.32 -4.97 5.42
H: -0.03 -4.01 6.09
H: 1.52 -4.13 6.98
H: 1.87 -2.66 3.23
H: 0.53 -1.70 3.90
H: 0.32 -3.46 3.63
Cl: 3.17 1.08 5.38
Li: 8.25 -0.77 2.39
O: -2.22 8.10 -1.20
H: -1.77 8.12 -2.06
H: -1.71 8.71 -0.65
Ca: -1.53 1.55 -5.12
C: 0.24 -6.26 0.13
C: -0.73 -7.33 0.64
C: -0.02 -8.10 1.75
S: 1.15 -6.96 2.48
O: 2.49 -7.44 2.22
O: 0.70 -6.60 3.81
C: 0.81 -5.60 1.38
H: -0.26 -5.53 -0.51
H: 1.04 -6.73 -0.45
H: -1.63 -6.85 1.04
H: -1.04 -8.00 -0.16
H: -0.72 -8.44 2.52
H: 0.54 -8.95 1.36
H: 1.73 -5.04 1.18
H: 0.07 -4.95 1.86
C: -9.90 2.27 -2.69
F: -11.26 2.20 -2.72
F: -9.59 3.58 -2.92
F: -9.53 2.02 -1.40
S: -9.09 1.15 -3.87
O: -9.58 1.58 -5.18
O: -9.52 -0.19 -3.46
N: -7.60 1.55 -3.52
S: -6.53 0.75 -4.38
O: -6.46 1.09 -5.80
O: -6.39 -0.68 -4.08
C: -5.05 1.52 -3.65
F: -4.96 1.31 -2.30
F: -5.02 2.87 -3.82
F: -3.88 1.04 -4.18

***

9.
Density functional theory data (ωB97M-V/def2-TZVPD) for a structure of composition C11H6Cl6GeKNO2S in a non-equilibrium geometry.

Its charge is -2.

CARTESIAN COORDINATES (ANGSTROEM)
K: -0.34 -0.40 0.42
O: -1.37 -2.19 -0.27
N: -0.61 -2.93 -1.01
C: -0.32 -4.18 -0.61
C: 0.46 -5.03 -1.35
C: 1.00 -4.56 -2.55
C: 0.73 -3.28 -2.94
C: -0.10 -2.44 -2.18
S: -0.52 -0.89 -2.66
H: -0.76 -4.45 0.33
H: 0.68 -6.02 -0.98
H: 1.64 -5.19 -3.15
H: 1.15 -2.87 -3.85
Cl: 2.69 5.75 3.68
C: 1.94 4.24 3.25
C: 1.87 3.86 1.92
C: 1.24 2.69 1.60
Cl: 1.14 2.20 -0.05
C: 0.63 1.82 2.55
O: 0.02 0.77 2.23
C: 0.77 2.28 3.89
Cl: 0.08 1.30 5.13
C: 1.39 3.45 4.25
H: 2.31 4.48 1.15
H: 1.46 3.74 5.29
Cl: 4.12 -0.56 1.90
Ge: 2.57 -1.38 0.40
Cl: 2.79 -3.63 0.94
Cl: 4.00 -1.42 -1.42

***

| no. | HOMO level (eV) | gap between HOMO and LUMO (eV) |
| --- | --- | --- |
| 1 | -11.0 | 9.070 |
| 2 | -11.4 | 7.531 |
| 3 | -9.1 | 7.641 |
| 4 | -8.6 | 9.870 |
| 5 | -13.5 | 8.731 |
| 6 | -16.5 | 8.557 |
| 7 | -8.2 | 7.572 |
| 8 | -7.8 | 1.543 |
| 9 | -1.8 | 6.069 |